{"formula": "C15H27HgN3O3", "method": "wB97M-V/def2-TZVPD", "e_tot_ev": -30771.23868, "total_charge": 1, "mol_weight_g_mol": 498.0, "de_lowest_kcal_mol": 53.9, "spin_multiplicity": 2, "homo_lumo_gap_ha": [0.1549, 0.2690], "species": ["C", "C", "H", "H", "C", "C", "H", "H", "C", "H", "H", "H", "C", "H", "H", "H", "Hg", "O", "C", "O", "C", "O", "N", "C", "C", "H", "H", "H", "H", "C", "C", "H", "H", "H", "N", "C", "C", "C", "N", "H", "H", "H", "H", "H", "H", "H", "H", "H", "H"], "positions_angstrom": [[-0.50, -2.44, -5.67], [-1.22, -1.52, -6.61], [-1.04, -3.38, -5.62], [0.47, -2.70, -6.11], [-1.45, -0.22, -6.29], [-0.95, 0.40, -5.03], [-1.77, 0.54, -4.33], [-0.58, 1.40, -5.25], [-1.66, -2.15, -7.88], [-1.28, -3.16, -7.97], [-1.36, -1.59, -8.76], [-2.75, -2.23, -7.91], [-2.22, 0.71, -7.17], [-3.18, 0.30, -7.48], [-1.66, 0.94, -8.08], [-2.40, 1.66, -6.67], [0.00, 0.00, 0.00], [-0.05, -0.46, -1.99], [0.46, 0.08, -2.98], [1.31, 1.45, -0.54], [1.73, 1.71, -1.66], [2.62, 2.66, -1.86], [1.37, 1.11, -2.87], [3.06, 2.67, -3.25], [2.02, 1.81, -3.99], [4.06, 2.24, -3.28], [3.08, 3.70, -3.58], [2.49, 1.12, -4.67], [1.30, 2.42, -4.52], [0.15, -0.42, -4.36], [-0.30, -1.89, -4.27], [1.05, -0.38, -4.98], [-1.24, -1.92, -3.71], [0.42, -2.50, -3.72], [0.83, -1.33, 1.26], [-0.39, -1.82, 1.88], [-1.07, -0.75, 2.79], [-1.22, 0.69, 2.21], [-1.70, 0.67, 0.83], [1.41, -0.89, 2.01], [1.37, -2.07, 0.77], [-1.09, -2.10, 1.06], [-0.19, -2.73, 2.48], [-2.07, -1.15, 3.05], [-0.49, -0.65, 3.73], [-1.90, 1.28, 2.86], [-0.23, 1.19, 2.20], [-1.96, 1.62, 0.48], [-2.52, 0.02, 0.77]], "lowdin_charge": [-0.164, -0.249, 0.120, 0.126, -0.243, -0.119, 0.135, 0.108, -0.051, 0.077, 0.082, 0.090, -0.053, 0.081, 0.090, 0.075, 1.284, -0.179, -0.441, -0.096, -0.523, 0.056, 0.075, -0.069, -0.065, 0.130, 0.130, 0.129, 0.125, -0.246, -0.144, 0.140, 0.122, 0.119, -0.122, -0.283, -0.161, -0.284, -0.121, 0.141, 0.143, 0.115, 0.133, 0.127, 0.128, 0.134, 0.114, 0.143, 0.139]}